14
Properties=species:S:1:pos:R:3:forces:R:3:mulliken_charge:R:1 method="wB97M-V/def2-TZVPD" e_tot_ha=-742.700922 lumo_energy_ev=0.350 gap_ha=0.3396 mol_weight_da=130.17 homo_ev=-8.89 de_lowest_ev=2.285
C 2.1471 -0.4221 0.1490 4.6 1.3 -0.4 -1.015
C 0.8068 -0.9377 0.0224 -1.7 -0.8 -0.3 -0.348
C -0.2961 -0.2342 -0.2771 1.7 0.5 1.8 0.450
C -0.6044 1.1919 -0.0622 1.6 1.9 -0.6 -0.116
C -2.5608 0.0302 -0.1843 0.1 -0.7 1.5 0.284
H 3.0893 -0.9656 0.6355 -2.9 0.3 -0.2 0.297
H 2.6817 -0.3732 -0.8903 -1.3 0.7 1.4 0.242
H 2.1175 0.5629 0.6936 0.4 -0.5 -1.0 0.242
H 0.6665 -1.9806 0.1777 -0.2 -0.9 -0.4 0.409
H -0.2868 1.4755 0.9804 0.3 0.3 -1.4 0.283
H -0.1327 1.7779 -0.9645 -1.2 -0.3 2.0 0.237
O -2.0353 1.2684 0.0068 -1.1 -0.5 -0.8 -0.317
O -1.4954 -0.7754 -0.4042 -2.7 -3.1 -0.9 -0.373
S -4.0974 -0.6180 0.1171 2.3 1.6 -0.8 -0.275